Version i
The following is a quantum chemistry calculation of 2 unconnected molecules or ions with the total composition C4H13N3, from OMol25.

XYZ file:
```
20
Properties=species:S:1:pos:R:3
C 2.056 -2.279 0.453
N 1.389 -1.185 -0.242
C 0.411 -1.428 -0.986
N -0.197 -2.738 -1.131
H 1.904 -2.132 1.521
H 3.119 -2.210 0.239
H 1.668 -3.251 0.153
H -0.028 -0.630 -1.587
H -1.140 -2.658 -0.749
H -0.375 -2.843 -2.135
C -1.673 1.879 1.485
N -1.037 3.010 0.807
C -0.596 2.606 -0.527
H -2.604 1.675 0.953
H -1.066 0.966 1.493
H -1.929 2.157 2.505
H -0.220 3.284 1.330
H 0.079 1.741 -0.521
H -0.073 3.443 -0.990
H -1.468 2.374 -1.140
```

net charge	0
molecular weight	103.17	g mol⁻¹

From a Mulliken analysis of the wavefunction, the atomic charges in e read:
1. C -0.727
2. N -0.369
3. C 0.084
4. N -0.631
5. H 0.234
6. H 0.240
7. H 0.353
8. H 0.318
9. H 0.239
10. H 0.265
11. C -0.745
12. N -0.419
13. C -0.714
14. H 0.276
15. H 0.239
16. H 0.309
17. H 0.261
18. H 0.176
19. H 0.326
20. H 0.284

---

Version ii
The following is a quantum chemistry calculation of 3 unconnected molecules or ions with the total composition C4H13N3, from OMol25.

XYZ file:
```
20
Properties=species:S:1:pos:R:3
C 0.126 2.053 -1.878
N 0.324 -0.300 0.441
C -0.079 0.596 -1.659
N 1.581 -0.837 0.079
C -0.506 -0.291 -2.540
H 0.298 0.683 0.643
H 1.653 -1.710 0.594
H 1.593 -0.978 -0.924
H -0.491 2.650 -1.196
H -0.125 2.365 -2.904
H 1.166 2.337 -1.687
H -0.633 -1.348 -2.302
H -0.759 -0.025 -3.573
C -0.966 -0.765 2.827
N 0.324 -1.124 2.269
H 1.035 -0.525 2.692
H -0.539 -0.719 0.133
H -1.219 0.309 2.786
H -1.760 -1.315 2.312
H -1.021 -1.058 3.884
```

net charge	0
molecular weight	103.17	g mol⁻¹

From a Mulliken analysis of the wavefunction, the atomic charges in e read:
1. C -1.159
2. N -0.246
3. C 0.337
4. N -0.562
5. C -0.743
6. H 0.259
7. H 0.296
8. H 0.276
9. H 0.267
10. H 0.363
11. H 0.254
12. H 0.234
13. H 0.301
14. C -0.743
15. N -0.485
16. H 0.205
17. H 0.310
18. H 0.269
19. H 0.269
20. H 0.298

---

Version iii
The following is a quantum chemistry calculation of C4H13N3 in the gas phase, from OMol25.

XYZ file:
```
20
Properties=species:S:1:pos:R:3
N 0.125 -0.853 -2.911
C -0.255 -1.415 -1.601
C -0.730 -0.307 -0.655
N 0.414 0.487 -0.229
C 0.090 1.500 0.767
C -0.257 0.890 2.139
N 0.685 -0.114 2.559
H 1.069 -0.509 -2.844
H 0.055 -1.532 -3.648
H 0.628 -1.833 -1.108
H -1.039 -2.159 -1.723
H -1.449 0.329 -1.179
H -1.216 -0.809 0.187
H 0.788 1.017 -1.018
H -0.772 2.128 0.494
H 0.936 2.184 0.896
H -1.293 0.528 2.088
H -0.238 1.650 2.903
H 0.637 -1.032 2.152
H 0.903 -0.168 3.536
```

net charge	0
molecular weight	103.17	g mol⁻¹

From a Mulliken analysis of the wavefunction, the atomic charges in e read:
1. N -0.598
2. C -0.702
3. C -0.440
4. N -0.421
5. C -0.636
6. C -0.580
7. N -0.477
8. H 0.214
9. H 0.202
10. H 0.300
11. H 0.446
12. H 0.346
13. H 0.343
14. H 0.265
15. H 0.296
16. H 0.440
17. H 0.213
18. H 0.443
19. H 0.163
20. H 0.181

---

Version iv
The following is a quantum chemistry calculation of 2 unconnected molecules or ions with the total composition C4H13N3, from OMol25.

XYZ file:
```
20
Properties=species:S:1:pos:R:3
H -2.201 -1.150 -1.470
N -2.085 -0.667 -0.586
C -0.985 -0.930 -0.003
C 0.084 -1.903 -0.436
N -0.623 -0.181 1.094
C -1.571 0.658 1.789
H 1.033 -1.380 -0.555
H 0.223 -2.665 0.331
H -0.195 -2.380 -1.373
H 0.138 -0.543 1.649
H -2.304 0.973 1.050
H -1.058 1.528 2.204
H -2.068 0.125 2.604
C 1.262 1.291 -1.320
N 2.210 0.770 -0.339
H 1.305 2.380 -1.458
H 1.490 0.828 -2.281
H 0.223 1.020 -0.916
H 3.152 1.080 -0.556
H 1.970 1.146 0.573
```

net charge	0
molecular weight	103.17	g mol⁻¹

From a Mulliken analysis of the wavefunction, the atomic charges in e read:
1. H 0.209
2. N -0.792
3. C 0.633
4. C -1.124
5. N -0.167
6. C -0.924
7. H 0.307
8. H 0.316
9. H 0.365
10. H 0.250
11. H 0.329
12. H 0.275
13. H 0.306
14. C -0.649
15. N -0.506
16. H 0.328
17. H 0.262
18. H 0.186
19. H 0.230
20. H 0.165

---

Which of them is the most stable, and which is the least stable? version iv and version ii, in that order.

---

Version i
The following is a quantum chemistry calculation of 3 unconnected molecules or ions with the total composition C4H13N3, from OMol25.

XYZ file:
```
20
Properties=species:S:1:pos:R:3
C -0.527 0.563 -0.794
C -0.096 -0.139 0.335
C 0.775 -1.360 0.342
C -2.083 -1.034 -0.412
N 1.325 1.426 0.479
N 1.460 1.772 1.854
N -0.008 0.437 -2.031
H 2.195 0.952 0.225
H -1.145 1.435 -0.638
H -0.565 0.135 1.269
H 0.907 2.601 2.041
H 1.124 1.045 2.494
H 0.654 -0.293 -2.236
H -0.055 1.219 -2.662
H 1.302 -1.427 1.296
H 1.540 -1.370 -0.438
H 0.221 -2.294 0.221
H -2.248 -1.564 0.524
H -1.851 -1.718 -1.226
H -2.927 -0.386 -0.643
```

net charge	0
molecular weight	103.17	g mol⁻¹

From a Mulliken analysis of the wavefunction, the atomic charges in e read:
1. C -0.211
2. C 0.041
3. C -1.163
4. C -1.276
5. N -0.447
6. N -0.580
7. N -0.300
8. H 0.219
9. H 0.364
10. H 0.440
11. H 0.239
12. H 0.195
13. H 0.189
14. H 0.224
15. H 0.311
16. H 0.333
17. H 0.348
18. H 0.377
19. H 0.306
20. H 0.388

---

Version ii
The following is a quantum chemistry calculation of C4H13N3 in the gas phase, from OMol25.

XYZ file:
```
20
Properties=species:S:1:pos:R:3
C -0.451 1.335 0.585
C -0.285 0.119 -0.445
C -1.635 -0.541 -0.708
N -2.537 0.409 -1.227
N 0.627 -0.929 0.008
C 1.972 -0.449 0.101
N 2.653 -0.857 1.397
H -1.223 2.044 0.065
H -0.953 0.746 1.271
H 0.579 1.683 0.793
H 0.164 0.537 -1.347
H -2.140 -0.954 0.165
H -1.433 -1.417 -1.448
H -2.697 1.390 -1.139
H -2.921 0.207 -2.111
H 0.136 -1.473 0.800
H 2.069 0.602 0.033
H 2.489 -1.067 -0.517
H 2.074 -0.920 2.224
H 3.514 -0.465 1.500
```

net charge	0
molecular weight	103.17	g mol⁻¹

From a Mulliken analysis of the wavefunction, the atomic charges in e read:
1. C -1.103
2. C -0.178
3. C -0.431
4. N -0.447
5. N -0.289
6. C -0.324
7. N -0.570
8. H 0.232
9. H 0.283
10. H 0.417
11. H 0.276
12. H 0.234
13. H 0.338
14. H 0.149
15. H 0.185
16. H 0.282
17. H 0.329
18. H 0.288
19. H 0.176
20. H 0.153

---

Version iii
The following is a quantum chemistry calculation of 3 unconnected molecules or ions with the total composition C4H13N3, from OMol25.

XYZ file:
```
20
Properties=species:S:1:pos:R:3
H -0.583 1.136 1.066
N -0.417 1.311 0.076
C -1.456 1.160 -0.650
N -2.708 0.812 -0.206
H -1.410 1.531 -1.671
H -3.492 0.851 -0.834
H -2.894 0.871 0.783
C -0.976 -1.334 -1.652
N -0.496 -1.920 -0.640
H -2.016 -1.397 -1.981
H -0.278 -0.870 -2.344
H -1.190 -2.326 -0.016
C 1.916 -0.543 0.599
C 2.584 0.546 1.422
H 0.944 -0.019 0.141
H 2.574 -0.893 -0.199
H 1.668 -1.399 1.222
H 1.925 0.876 2.223
H 3.515 0.193 1.863
H 2.790 1.415 0.797
```

net charge	0
molecular weight	103.17	g mol⁻¹

From a Mulliken analysis of the wavefunction, the atomic charges in e read:
1. H 0.158
2. N -0.632
3. C 0.019
4. N -0.423
5. H 0.419
6. H 0.210
7. H 0.195
8. C -0.484
9. N -0.386
10. H 0.336
11. H 0.338
12. H 0.191
13. C -0.387
14. C -0.983
15. H 0.005
16. H 0.267
17. H 0.282
18. H 0.248
19. H 0.365
20. H 0.262

---

Which of them is the most stable, and which is the least stable? version iii and version i, in that order.

---

Version i
The following is a quantum chemistry calculation of C4H13N3 in the gas phase, from OMol25.

XYZ file:
```
20
Properties=species:S:1:pos:R:3
C -2.536 -1.226 -1.151
N -1.413 -0.580 -0.455
C -0.750 0.434 -1.236
C 0.501 1.050 -0.576
N 1.251 0.087 0.197
C 1.956 0.507 1.369
N 1.899 -0.382 2.508
H -2.761 -0.630 -2.044
H -3.407 -1.394 -0.530
H -2.181 -2.170 -1.502
H -1.652 -0.186 0.444
H -0.463 -0.003 -2.200
H -1.428 1.270 -1.493
H 0.270 1.877 0.102
H 1.058 1.469 -1.422
H 1.698 -0.608 -0.382
H 1.477 1.426 1.709
H 3.015 0.793 1.284
H 2.492 -1.193 2.505
H 0.975 -0.542 2.872
```

net charge	0
molecular weight	103.17	g mol⁻¹

From a Mulliken analysis of the wavefunction, the atomic charges in e read:
1. C -0.854
2. N -0.264
3. C -0.737
4. C -0.703
5. N -0.190
6. C -0.460
7. N -0.528
8. H 0.294
9. H 0.313
10. H 0.268
11. H 0.203
12. H 0.411
13. H 0.366
14. H 0.439
15. H 0.248
16. H 0.197
17. H 0.277
18. H 0.347
19. H 0.181
20. H 0.191

---

Version ii
The following is a quantum chemistry calculation of C4H13N3 in the gas phase, from OMol25.

XYZ file:
```
20
Properties=species:S:1:pos:R:3
N 2.331 0.665 0.821
C 2.090 -0.670 0.369
C 0.575 -1.092 0.343
C -0.375 -0.001 -0.138
N 0.078 0.641 -1.446
C -1.802 -0.450 -0.174
N -2.829 0.677 0.166
H 1.945 1.005 1.722
H 1.888 1.329 0.192
H 2.583 -0.817 -0.602
H 2.576 -1.328 1.082
H 0.299 -1.356 1.424
H 0.477 -2.041 -0.175
H -0.425 0.839 0.706
H 0.933 1.172 -1.227
H -0.681 1.241 -1.862
H -1.926 -1.336 0.464
H -2.139 -0.788 -1.248
H -2.262 1.493 0.306
H -3.337 0.818 -0.726
```

net charge	0
molecular weight	103.17	g mol⁻¹

From a Mulliken analysis of the wavefunction, the atomic charges in e read:
1. N -0.586
2. C -0.721
3. C -0.722
4. C 0.656
5. N -0.697
6. C -0.799
7. N -0.648
8. H 0.258
9. H 0.201
10. H 0.292
11. H 0.395
12. H 0.339
13. H 0.349
14. H 0.040
15. H 0.185
16. H 0.271
17. H 0.301
18. H 0.327
19. H 0.272
20. H 0.286

---

Version iii
The following is a quantum chemistry calculation of C4H13N3 in the gas phase, from OMol25.

XYZ file:
```
20
Properties=species:S:1:pos:R:3
N 2.076 -0.559 1.442
C 0.914 0.078 1.995
C -0.407 0.049 1.154
C -0.201 0.061 -0.328
N 0.535 1.240 -0.719
C -1.552 -0.041 -1.088
N -1.371 -0.688 -2.379
H 2.053 -1.554 1.630
H 2.154 -0.453 0.429
H 1.099 1.120 2.269
H 0.677 -0.396 2.953
H -0.981 -0.805 1.504
H -0.913 0.966 1.451
H 0.387 -0.780 -0.698
H 0.923 1.290 -1.644
H 0.788 2.003 -0.111
H -2.383 -0.440 -0.497
H -1.816 1.008 -1.264
H -0.523 -1.232 -2.420
H -2.170 -1.204 -2.724
```

net charge	0
molecular weight	103.17	g mol⁻¹

From a Mulliken analysis of the wavefunction, the atomic charges in e read:
1. N -0.598
2. C -0.639
3. C -0.870
4. C 0.229
5. N -0.481
6. C -0.673
7. N -0.502
8. H 0.253
9. H 0.282
10. H 0.311
11. H 0.359
12. H 0.413
13. H 0.368
14. H 0.237
15. H 0.163
16. H 0.151
17. H 0.326
18. H 0.250
19. H 0.203
20. H 0.217

---

Which of them is the most stable, and which is the least stable? version iii and version ii, in that order.

---

Version i
The following is a quantum chemistry calculation of C4H13N3 in the gas phase, from OMol25.

XYZ file:
```
20
Properties=species:S:1:pos:R:3
C -1.188 0.742 1.648
C -0.208 0.591 0.385
C -1.044 0.021 -0.761
N -2.262 0.757 -0.824
N 1.057 -0.208 0.686
C 2.072 -0.495 -0.406
N 2.356 -1.954 -0.816
H -1.782 1.714 1.629
H -1.989 0.018 1.600
H -0.588 0.607 2.580
H 0.074 1.656 0.206
H -1.214 -1.027 -0.646
H -0.350 0.148 -1.645
H -2.264 1.573 -1.442
H -2.932 0.158 -1.288
H 1.429 0.279 1.516
H 3.052 -0.155 -0.063
H 1.862 0.108 -1.442
H 2.518 -2.304 0.162
H 1.401 -2.230 -1.079
```

net charge	0
molecular weight	103.17	g mol⁻¹

From a Mulliken analysis of the wavefunction, the atomic charges in e read:
1. C -1.123
2. C 0.163
3. C -0.539
4. N -0.511
5. N -0.394
6. C -0.526
7. N -0.659
8. H 0.293
9. H 0.259
10. H 0.379
11. H 0.125
12. H 0.374
13. H 0.249
14. H 0.214
15. H 0.231
16. H 0.256
17. H 0.415
18. H 0.227
19. H 0.271
20. H 0.297

---

Version ii
The following is a quantum chemistry calculation of C4H13N3 in the gas phase, from OMol25.

XYZ file:
```
20
Properties=species:S:1:pos:R:3
N 2.698 0.341 -0.605
C 1.810 1.549 -0.633
C 0.572 1.324 0.250
N 0.003 -0.012 0.034
C -1.417 -0.038 -0.314
C -1.990 -1.408 -0.026
N -1.844 -1.694 1.431
H 3.470 0.480 0.054
H 3.163 0.341 -1.506
H 1.388 1.611 -1.632
H 2.334 2.425 -0.256
H 0.744 1.420 1.334
H -0.207 2.075 0.002
H 0.451 -0.409 -0.786
H -1.595 0.304 -1.346
H -1.926 0.767 0.259
H -1.479 -2.047 -0.753
H -3.066 -1.510 -0.158
H -2.144 -2.600 1.780
H -0.859 -1.715 1.690
```

net charge	0
molecular weight	103.17	g mol⁻¹

From a Mulliken analysis of the wavefunction, the atomic charges in e read:
1. N -0.550
2. C -0.675
3. C -0.552
4. N -0.294
5. C -0.654
6. C -0.548
7. N -0.616
8. H 0.228
9. H 0.210
10. H 0.380
11. H 0.365
12. H 0.300
13. H 0.301
14. H 0.232
15. H 0.328
16. H 0.457
17. H 0.261
18. H 0.382
19. H 0.223
20. H 0.222

---

Which of them is the most stable, and which is the least stable? version ii and version i, in that order.